(one)
10
Properties=species:S:1:pos:R:3:nbo_charge:R:1 method="wB97M-V/def2-TZVPD" gap_ha="0.2863 / 0.2863"
C 0.1448 -0.9328 -0.8002 -0.075
C -0.5939 -0.9529 0.3242 -0.229
C 0.8907 0.3335 -0.3685 0.129
C -0.0636 0.2348 0.8524 0.076
F 0.8884 1.4085 -1.1070 -0.311
Cl -2.0505 1.7885 0.3601 -0.492
H 0.0556 -1.4649 -1.7271 0.228
H -1.3837 -1.6039 0.7430 0.247
H 1.9638 0.3584 -0.0392 0.171
H 0.1484 0.8309 1.7624 0.256

***

(two)
10
Properties=species:S:1:pos:R:3:nbo_charge:R:1 method="wB97M-V/def2-TZVPD" gap_ha=0.3232
C -0.2071 -0.9107 0.3909 -0.640
C -0.2540 0.6255 0.2750 -0.309
C 0.8439 -1.8053 0.8661 0.050
C -0.3466 1.2369 -0.9133 0.239
F -0.5402 0.6520 -2.1582 -0.350
Cl 2.2972 -0.9705 1.0014 0.035
H -1.0938 -1.3190 1.0311 0.266
H -0.3835 -1.2898 -0.5663 0.287
H -0.1107 1.4480 1.0942 0.246
H -0.2051 2.3330 -1.0210 0.177

***

(three)
10
Properties=species:S:1:pos:R:3:nbo_charge:R:1 method="wB97M-V/def2-TZVPD" gap_ha=0.3998 smiles=CC#C[C@@H](F)Cl
C 2.0050 -0.3243 -0.1654 -0.718
C 0.5921 -0.1744 -0.2298 0.087
C -0.5779 0.2079 -0.2064 -0.094
C -1.9386 0.3350 0.2104 0.122
F -2.5892 1.4108 -0.3432 -0.342
Cl -2.9970 -1.0001 -0.2004 -0.016
H 2.4778 -0.2821 0.8397 0.250
H 2.6128 0.5675 -0.6154 0.256
H 2.4052 -1.2550 -0.6220 0.247
H -1.9903 0.5145 1.3325 0.206

***

Comparing the structures above, (three) comes out on top by 1.576 eV.